Record 1
C18H18F4NO | wB97M-V/def2-TZVPD

- M (g mol⁻¹) = 340.3
- energy above the lowest of the compared OMol25 structures with the same formula, charge and spin (kcal per mole) = 52.4
- Kohn-Sham gap (eV) = 9.461
- energy (Ha) = -1225.8194
- total charge = +1
- SMILES = C[N+]1(C(c2cc(F)cc(F)c2)c2cc(F)cc(F)c2)CCOCC1
- HOMO (eV) = -12.40
- strongest force on any atom (hartree/bohr) = 0.060

Each line ends with the Mulliken charge.
Element x y z (Å)
C1 -0.801 0.370 2.506  -1.660
N1 0.208 0.337 1.335  0.593
C2 0.987 -0.963 1.605  -0.101
C3 2.460 -0.741 1.808  -0.658
O1 2.936 0.421 1.149  -0.417
C4 2.410 1.591 1.781  -0.785
C5 0.940 1.742 1.515  -0.392
H1 -0.185 0.365 3.461  0.518
H2 -1.407 1.309 2.484  0.391
H3 -1.404 -0.549 2.498  0.598
H4 0.599 -1.358 2.551  0.506
H5 0.718 -1.654 0.801  0.160
H6 2.633 -0.663 2.886  0.362
H7 3.025 -1.574 1.384  0.361
H8 2.544 1.557 2.873  0.374
H9 2.951 2.446 1.346  0.373
H10 0.725 2.320 0.609  0.518
H11 0.466 2.249 2.367  0.458
F1 -2.498 -3.560 -2.043  -0.293
C6 -2.520 -2.612 -1.047  0.066
C7 -3.707 -2.428 -0.352  -0.897
C8 -3.743 -1.303 0.447  0.225
F2 -4.890 -1.086 1.183  -0.312
C9 -2.722 -0.374 0.531  -0.948
C10 -1.527 -0.609 -0.168  0.578
C11 -0.427 0.382 -0.003  0.148
C12 0.407 0.412 -1.410  0.797
C13 1.677 1.008 -1.472  -0.720
C14 2.167 1.490 -2.707  0.042
F3 3.332 2.232 -2.684  -0.302
C15 1.556 1.253 -3.923  -0.731
C16 0.401 0.481 -3.880  0.168
F4 -0.215 0.150 -5.074  -0.300
C17 -0.163 0.057 -2.659  -1.097
C18 -1.391 -1.827 -0.869  -1.074
H12 -4.567 -3.058 -0.522  0.517
H13 -2.874 0.520 1.156  0.611
H14 -0.733 1.426 0.060  0.872
H15 2.267 1.156 -0.581  0.764
H16 1.943 1.651 -4.846  0.519
H17 -1.127 -0.486 -2.730  0.424
H18 -0.452 -2.080 -1.365  0.743

Record 2
C18H18F5IrN8O9S2Te | wB97M-V/def2-TZVPD

- M (g mol⁻¹) = 969.3
- energy above the lowest of the compared OMol25 structures with the same formula, charge and spin (kcal per mole) = 57.5
- Kohn-Sham gap (spin up / spin down) (eV) = 7.982 / 5.192
- energy (Ha) = -3479.3658
- total charge = +1
- spin multiplicity = 6
- HOMO (spin up / spin down) (eV) = -10.99 / -11.41
- strongest force on any atom (hartree/bohr) = 0.054

Each line ends with the Mulliken charge.
Element x y z (Å)
Ir1 9.743 14.032 6.442  0.868
S1 10.787 18.178 6.993  -0.112
C1 12.016 17.471 5.958  -0.178
C2 11.730 16.235 5.556  -0.624
C3 10.510 15.740 6.125  0.237
C4 9.856 16.774 6.892  -0.423
C5 8.530 16.504 7.403  1.243
C6 7.646 17.370 8.011  -0.760
C7 6.384 16.886 8.323  -0.487
C8 6.059 15.555 8.064  -0.960
C9 7.029 14.714 7.584  -0.037
N1 8.214 15.192 7.192  0.082
H1 12.955 18.029 5.810  0.441
H2 12.454 15.676 4.994  0.367
H3 7.920 18.393 8.219  0.426
H4 5.638 17.529 8.776  0.447
H5 5.057 15.168 8.228  0.458
H6 6.876 13.680 7.393  0.589
F1 13.052 15.106 7.774  -0.485
Te1 11.845 14.051 8.862  1.718
F2 10.906 15.770 9.444  -0.572
F3 12.879 14.432 10.279  -0.336
F4 13.146 12.679 8.246  -0.630
F5 11.173 12.590 9.986  -0.667
O1 11.022 12.704 5.510  -0.499
N2 9.438 14.523 11.680  -0.355
C10 8.706 13.787 10.800  0.427
N3 7.813 12.934 11.356  -0.452
O2 8.793 13.897 9.574  -0.050
H7 9.474 14.264 12.640  0.156
H8 10.036 15.241 11.322  0.186
H9 7.750 12.762 12.335  0.157
H10 7.338 12.287 10.742  0.205
C11 14.087 7.789 8.406  -1.080
N4 13.308 8.956 7.999  0.064
C12 13.439 9.501 6.849  0.489
N5 14.083 9.222 5.744  -0.349
S2 11.525 11.392 5.993  0.298
H11 13.970 7.718 9.493  0.362
H12 15.145 7.929 8.183  0.392
H13 13.703 6.884 7.959  0.370
H14 12.648 9.394 8.642  0.252
H15 14.757 8.471 5.660  0.247
H16 14.102 9.936 5.031  0.246
O3 7.902 6.103 7.461  -0.616
N6 7.188 6.795 6.751  1.036
O4 6.182 6.422 6.178  -0.602
C13 7.603 8.197 6.592  -0.721
C14 8.709 8.641 7.327  -0.256
C15 9.070 9.970 7.248  -0.073
C16 8.306 10.984 6.590  0.376
O5 8.584 12.228 6.743  -0.647
C17 7.236 10.441 5.825  -0.141
C18 6.853 9.105 5.847  -0.500
N7 6.390 11.270 4.979  0.962
O6 6.330 12.471 5.195  -0.556
O7 5.797 10.695 4.077  -0.608
N8 10.158 10.348 8.071  1.003
O8 11.095 11.354 7.536  0.155
O9 10.676 9.667 8.940  -0.738
H17 9.318 7.954 7.925  0.646
H18 5.998 8.755 5.294  0.611

Record 3
C18H18FNO2S | wB97M-V/def2-TZVPD

- M (g mol⁻¹) = 331.4
- energy above the lowest of the compared OMol25 structures with the same formula, charge and spin (kcal per mole) = 19.8
- Kohn-Sham gap (eV) = 9.342
- energy (Ha) = -1399.9840
- total charge = 0
- SMILES = Cc1ccc(S(=O)(=O)N2CC=C(c3ccc(F)cc3)CC2)cc1
- HOMO (eV) = -8.73
- strongest force on any atom (hartree/bohr) = 0.019

Each line ends with the Mulliken charge.
Element x y z (Å)
C1 1.146 5.502 -2.385  -1.452
C2 0.967 4.019 -2.490  0.960
C3 2.021 3.206 -2.893  -0.706
C4 1.850 1.837 -3.013  -0.149
C5 0.618 1.283 -2.728  -0.279
C6 -0.445 2.070 -2.329  -0.393
C7 -0.267 3.437 -2.210  -0.819
H1 -1.091 4.062 -1.898  0.377
H2 -1.392 1.599 -2.121  0.446
S1 0.361 -0.479 -2.865  1.398
O1 1.601 -1.118 -3.213  -0.714
O2 -0.784 -0.736 -3.687  -0.747
N1 -0.079 -0.842 -1.281  0.155
C8 1.030 -0.763 -0.358  -0.752
C9 0.478 -0.697 1.064  -0.738
C10 -0.512 -1.808 1.297  0.609
C11 -1.089 -2.421 0.265  -0.755
C12 -0.804 -2.091 -1.163  -0.823
H3 -1.730 -1.979 -1.732  0.448
H4 -0.235 -2.919 -1.620  0.348
H5 -1.779 -3.237 0.420  0.511
C13 -0.843 -2.168 2.686  0.041
C14 -2.174 -2.370 3.052  -0.501
C15 -2.514 -2.716 4.346  -0.564
C16 -1.507 -2.863 5.282  0.355
C17 -0.177 -2.675 4.953  -0.675
C18 0.146 -2.325 3.655  -0.278
H6 1.185 -2.199 3.393  0.355
H7 0.585 -2.805 5.705  0.433
F1 -1.830 -3.198 6.549  -0.326
H8 -3.542 -2.867 4.635  0.434
H9 -2.949 -2.239 2.313  0.459
H10 1.298 -0.748 1.780  0.444
H11 -0.031 0.260 1.210  0.237
H12 1.598 0.138 -0.599  0.501
H13 1.694 -1.632 -0.471  0.254
H14 2.653 1.187 -3.324  0.492
H15 2.981 3.648 -3.115  0.375
H16 0.875 5.973 -3.330  0.294
H17 0.507 5.917 -1.609  0.371
H18 2.181 5.755 -2.168  0.372

Record 4
C18H18N4O7Tc | wB97M-V/def2-TZVPD

- M (g mol⁻¹) = 500.4
- energy above the lowest of the compared OMol25 structures with the same formula, charge and spin (kcal per mole) = 2.5
- Kohn-Sham gap (spin up / spin down) (eV) = 7.023 / 7.266
- energy (Ha) = -1523.3282
- total charge = 0
- spin multiplicity = 2
- HOMO (spin up / spin down) (eV) = -8.36 / -8.38
- strongest force on any atom (hartree/bohr) = 0.006

Each line ends with the Mulliken charge.
Element x y z (Å)
Tc1 -0.310 -0.408 0.884  -0.170
N1 -0.229 1.311 2.227  -0.193
C1 -0.113 0.770 3.604  -0.488
C2 0.516 -0.623 3.625  0.292
O1 1.008 -1.092 4.623  -0.640
N2 0.376 -1.288 2.426  0.747
C3 0.826 -2.661 2.274  -0.471
C4 0.548 -3.121 0.843  0.331
O2 0.834 -4.226 0.466  -0.646
O3 -0.020 -2.208 0.051  -0.500
H1 0.592 1.861 1.991  0.256
H2 -1.035 1.921 2.140  0.300
H3 -1.119 0.662 4.011  0.264
H4 0.447 1.429 4.264  0.373
H5 0.291 -3.325 2.957  0.357
H6 1.890 -2.768 2.496  0.389
O4 4.050 0.136 0.522  -0.702
C5 4.070 0.711 -0.701  0.434
C6 5.329 1.015 -1.223  -0.680
C7 5.446 1.593 -2.468  -0.301
C8 4.313 1.885 -3.227  -0.760
C9 3.071 1.587 -2.714  -0.483
C10 2.922 1.000 -1.450  0.050
C11 1.564 0.713 -0.961  1.309
O5 1.455 0.259 0.283  -0.662
N3 0.527 0.931 -1.694  -0.956
N4 -0.627 0.586 -0.990  0.666
C12 -1.728 0.826 -1.598  0.033
C13 -3.036 0.549 -1.036  0.757
C14 -4.168 0.866 -1.792  -0.839
C15 -5.438 0.605 -1.318  -0.743
C16 -5.590 0.017 -0.066  -0.458
C17 -4.488 -0.301 0.705  -0.643
C18 -3.211 -0.037 0.222  0.340
O6 -2.167 -0.353 1.018  -0.608
H7 3.122 -0.026 0.760  0.363
H8 6.197 0.780 -0.624  0.449
H9 6.431 1.818 -2.857  0.380
H10 4.406 2.335 -4.205  0.406
H11 2.175 1.802 -3.280  0.437
H12 -1.667 1.261 -2.592  0.374
H13 -4.028 1.316 -2.767  0.379
H14 -6.305 0.849 -1.915  0.402
H15 -6.580 -0.200 0.314  0.398
H16 -4.591 -0.767 1.676  0.453
O7 -2.370 -2.561 -1.568  -0.610
H17 -1.922 -2.693 -2.410  0.292
H18 -1.666 -2.737 -0.922  0.327

Question: energy of number 2 (C18H18F5IrN8O9S2Te)?
Answer: -3479.3658 Ha

Question: The lowest energy above the lowest of the compared OMol25 structures with the same formula, charge and spin belongs to which entry?
Answer: C18H18N4O7Tc

Please write out number 3 again, unchanged.
C18H18FNO2S | wB97M-V/def2-TZVPD

- M (g mol⁻¹) = 331.4
- energy above the lowest of the compared OMol25 structures with the same formula, charge and spin (kcal per mole) = 19.8
- Kohn-Sham gap (eV) = 9.342
- energy (Ha) = -1399.9840
- total charge = 0
- SMILES = Cc1ccc(S(=O)(=O)N2CC=C(c3ccc(F)cc3)CC2)cc1
- HOMO (eV) = -8.73
- strongest force on any atom (hartree/bohr) = 0.019

Each line ends with the Mulliken charge.
Element x y z (Å)
C1 1.146 5.502 -2.385  -1.452
C2 0.967 4.019 -2.490  0.960
C3 2.021 3.206 -2.893  -0.706
C4 1.850 1.837 -3.013  -0.149
C5 0.618 1.283 -2.728  -0.279
C6 -0.445 2.070 -2.329  -0.393
C7 -0.267 3.437 -2.210  -0.819
H1 -1.091 4.062 -1.898  0.377
H2 -1.392 1.599 -2.121  0.446
S1 0.361 -0.479 -2.865  1.398
O1 1.601 -1.118 -3.213  -0.714
O2 -0.784 -0.736 -3.687  -0.747
N1 -0.079 -0.842 -1.281  0.155
C8 1.030 -0.763 -0.358  -0.752
C9 0.478 -0.697 1.064  -0.738
C10 -0.512 -1.808 1.297  0.609
C11 -1.089 -2.421 0.265  -0.755
C12 -0.804 -2.091 -1.163  -0.823
H3 -1.730 -1.979 -1.732  0.448
H4 -0.235 -2.919 -1.620  0.348
H5 -1.779 -3.237 0.420  0.511
C13 -0.843 -2.168 2.686  0.041
C14 -2.174 -2.370 3.052  -0.501
C15 -2.514 -2.716 4.346  -0.564
C16 -1.507 -2.863 5.282  0.355
C17 -0.177 -2.675 4.953  -0.675
C18 0.146 -2.325 3.655  -0.278
H6 1.185 -2.199 3.393  0.355
H7 0.585 -2.805 5.705  0.433
F1 -1.830 -3.198 6.549  -0.326
H8 -3.542 -2.867 4.635  0.434
H9 -2.949 -2.239 2.313  0.459
H10 1.298 -0.748 1.780  0.444
H11 -0.031 0.260 1.210  0.237
H12 1.598 0.138 -0.599  0.501
H13 1.694 -1.632 -0.471  0.254
H14 2.653 1.187 -3.324  0.492
H15 2.981 3.648 -3.115  0.375
H16 0.875 5.973 -3.330  0.294
H17 0.507 5.917 -1.609  0.371
H18 2.181 5.755 -2.168  0.372

Question: What is the formula in the fourth record?
Answer: C18H18N4O7Tc